Record 1
Density functional theory data (ωB97M-V/def2-TZVPD) for a 4-piece molecular cluster, C35H78BrN9O7P overall at a distorted geometry.

```
! wB97M-V def2-TZVPD RIJCOSX def2/J DEFGRID3
* xyz 1 1
C 0.95 -1.30 -2.36
H -1.42 -1.02 -3.40
H -6.02 -7.31 0.40
O -1.15 7.38 3.89
H -1.14 2.49 -1.46
H 2.77 6.51 -0.99
H 2.81 -3.34 -6.49
H -0.69 6.90 0.56
N 0.08 -0.62 -1.28
C -1.38 -2.19 -3.18
C 7.13 5.98 0.57
H -6.21 -7.34 2.16
H 1.57 1.02 -0.76
O 1.15 -0.48 -3.57
H 0.31 5.36 2.02
H -4.25 -1.16 5.25
H -3.50 -0.40 7.83
C -0.31 7.24 1.53
N 0.31 -2.53 2.08
H -1.14 -5.69 -2.54
H 0.96 8.59 0.42
H 7.49 5.40 -0.39
H 3.09 1.35 -4.35
H -0.54 1.42 -2.98
C 1.02 2.97 -2.34
C 1.63 -1.27 -4.71
C 4.94 5.88 -0.50
C -5.97 -6.69 1.31
N -0.35 -1.26 6.89
N 0.72 6.29 1.98
H -0.48 -5.36 1.81
H 2.50 -3.04 -8.41
H -4.48 -6.31 3.64
H 3.55 3.56 -1.19
H 5.09 -1.27 -6.46
H 0.43 4.10 -0.36
C -1.78 -2.94 -4.58
H 0.93 6.50 2.96
Br -2.53 -1.78 -6.08
C -0.82 8.70 4.30
C 2.33 -2.64 -7.33
H 2.69 3.64 0.50
H 4.81 -0.10 -8.02
H -1.43 9.46 3.78
C 0.02 -2.68 -2.49
H 5.14 6.97 -0.93
C -4.57 -6.08 1.45
O 2.09 -1.75 -1.56
C -1.50 -0.34 6.98
H -2.76 -2.00 7.67
C 3.29 5.73 -0.29
C -4.27 -5.56 2.87
H -3.19 -5.35 2.93
H -1.01 8.78 5.37
H -0.63 -2.04 6.29
H 4.46 0.07 -4.86
H -6.75 -5.94 1.22
H -0.09 1.03 0.13
C 2.83 -1.08 -7.20
H 0.76 3.48 -3.38
H -2.22 -0.91 8.94
C 0.43 0.80 -0.92
H -3.44 -4.71 0.47
C 1.43 -5.23 0.48
N 4.19 -0.02 -2.07
H -2.50 -6.19 -1.33
H -6.54 -3.59 4.19
C -1.51 7.26 2.51
O -4.91 -4.32 3.20
H 1.13 5.18 -1.79
N 0.26 -1.47 1.17
C 3.29 -0.93 -1.78
C 2.32 -0.30 -5.85
C -2.55 -0.95 7.90
H 0.90 -3.88 -4.04
H -2.03 6.30 2.42
H -2.29 -2.38 -2.42
C 0.33 8.60 1.31
H -0.43 9.38 1.18
C 1.25 4.14 -1.21
H 3.88 1.40 -6.06
H 3.03 6.08 0.82
C 0.11 -1.67 -0.19
H 5.38 5.02 -1.17
H 2.46 -2.01 -4.35
C -3.43 -1.81 4.94
H 0.36 -0.51 1.61
C -0.24 1.93 -1.96
H -4.94 -4.22 0.75
H -0.67 -2.55 2.51
P -1.22 -4.16 -0.41
H -2.77 -4.70 -2.47
H -0.48 -6.52 0.31
H -3.72 -2.31 4.02
H 1.60 -4.14 -2.47
H -6.90 -4.39 2.67
H 1.00 -2.36 2.85
H -1.27 0.65 5.08
N -4.40 -5.03 0.44
O -2.23 -1.09 4.70
H -2.94 0.64 5.63
H -2.24 8.03 2.23
H 4.70 -1.98 -8.17
C -2.03 0.03 5.57
C 3.51 0.66 -5.21
H 2.35 -0.50 -8.13
H 7.44 7.11 0.40
H 1.70 -5.72 -0.57
H -3.85 -6.88 1.24
H -1.16 0.59 7.45
C 2.77 4.17 -0.56
O -1.69 -4.24 -4.85
H 0.98 8.91 2.14
C -6.27 -4.44 3.56
H 2.03 2.35 -2.47
H -6.47 -5.36 4.12
H -3.26 -2.59 5.69
H 0.39 -0.80 6.37
H 2.05 -5.85 1.29
C 4.45 -1.07 -7.44
H 1.15 -2.61 -7.17
N 0.74 -3.90 -3.01
H 0.75 -1.91 -5.15
H 7.73 5.60 1.52
H 1.80 -4.12 0.58
H 0.24 8.89 4.13
N -0.01 -2.99 -0.97
H 1.46 0.45 -6.20
O 5.68 5.83 0.81
C -1.95 -5.24 -1.80
C -0.20 -5.42 0.67
*
```

## Properties
Kohn-Sham gap in eV: 7.557
Lowest unoccupied orbital energy in Eh: -0.122

---

Record 2
Density functional theory data (ωB97M-V/def2-TZVPD) for a 2-piece molecular cluster, CH8N5O overall at a distorted geometry.

```
! wB97M-V def2-TZVPD RIJCOSX def2/J DEFGRID3
* xyz 1 1
O 2.62 -1.06 0.33
N -1.72 -0.60 -1.18
H 1.82 0.27 -0.11
N -0.01 -0.26 0.28
N 0.37 1.74 -0.66
H -0.63 1.94 -0.45
H -3.22 -0.45 0.88
H -1.19 -0.83 -1.98
H 0.93 2.28 -1.38
N 0.83 0.60 -0.15
C -1.35 -0.30 -0.01
H 2.23 -1.14 1.16
N -2.17 -0.49 1.00
H -1.98 -0.25 1.97
H 3.48 -1.45 0.30
*
```

## Properties
Kohn-Sham gap (alpha / beta) in eV: 8.163 / 8.165
Lowest unoccupied orbital energy (alpha / beta) in Eh: -0.198 / -0.198
ΔE to the lowest compared entry with this formula, charge and spin in kcal per mole: 27.67

---

Record 3
Density functional theory data (ωB97M-V/def2-TZVPD) for an isolated ion of composition C3H9N2S and charge +1 at a distorted geometry.

```
! wB97M-V def2-TZVPD RIJCOSX def2/J DEFGRID3
* xyz 1 1
C 1.05 -0.90 0.08
H -3.27 0.46 1.19
H 2.24 0.83 -0.23
C -0.46 -1.08 -0.28
H -0.03 2.21 0.20
H 0.08 1.31 -1.46
H 1.51 0.74 1.20
H 1.25 -1.54 0.91
H 1.50 -1.25 -0.85
N 1.35 0.57 0.16
H -0.77 -0.91 -1.30
H -0.85 -2.00 0.23
C 0.17 1.36 -0.35
N -1.15 0.04 0.49
S -2.62 0.16 0.01
*
```

## Properties
Kohn-Sham gap in eV: 8.593
Lowest unoccupied orbital energy in Eh: -0.147
ΔE to the lowest compared entry with this formula, charge and spin in kcal per mole: 98.90

---

Record 4
Density functional theory data (ωB97M-V/def2-TZVPD) for the molecule C15H16FN3O2S2.

```
! wB97M-V def2-TZVPD RIJCOSX def2/J DEFGRID3
* xyz 0 1
H -2.55 2.22 -2.61
C -0.87 2.25 0.86
H 1.89 1.60 -0.77
C -2.15 2.76 0.69
O -5.03 3.46 0.49
H 0.67 -0.87 0.26
C -0.18 1.73 -0.23
H -0.17 -2.80 -0.67
F 3.53 -3.38 4.11
C 1.51 -3.34 2.90
H -2.72 3.16 1.52
H 1.56 1.29 0.96
S -4.36 3.42 -0.78
H 1.92 -2.45 -2.58
C -2.06 2.23 -1.65
C -0.78 1.72 -1.49
C 1.59 -3.15 0.50
C 2.89 -3.31 2.93
C 2.98 -3.12 0.56
H -0.21 -3.28 1.65
H 4.72 -3.17 1.82
H -0.41 2.25 1.84
C 0.88 -3.06 -0.83
C 0.87 -3.26 1.68
H -0.23 1.33 -2.33
H -4.34 5.67 -0.57
N -3.98 4.99 -1.23
O -5.00 2.78 -1.89
C 3.64 -3.19 1.77
C 1.20 1.14 -0.06
H 3.55 -3.03 -0.35
N 1.49 -2.11 -1.74
S 2.45 0.11 -2.66
N 1.19 -0.27 -0.36
H 0.96 -3.43 3.82
C -2.73 2.74 -0.56
H 0.91 -4.04 -1.32
C 1.66 -0.79 -1.51
H -4.28 5.20 -2.17
*
```

## Properties
Kohn-Sham gap in eV: 8.777
Lowest unoccupied orbital energy in Eh: 0.016

---

Record 5
Density functional theory data (ωB97M-V/def2-TZVPD) for the molecule C4H8O2 at a distorted geometry.

```
! wB97M-V def2-TZVPD RIJCOSX def2/J DEFGRID3
* xyz 0 1
H -0.42 1.54 1.80
O -1.06 -0.85 -0.41
C 0.13 -0.59 -1.17
C -1.27 0.04 0.63
H -1.75 -0.49 1.46
C 1.38 -0.59 -0.27
H -0.02 1.66 0.02
H 1.71 -1.64 -0.13
H 0.18 -1.39 -1.92
H 2.19 -0.10 -0.84
C -0.23 1.00 0.87
H 0.00 0.36 -1.71
H -1.88 1.13 0.48
O 1.11 0.03 0.98
*
```

## Properties
Kohn-Sham gap in eV: 9.999
Lowest unoccupied orbital energy in Eh: 0.035
ΔE to the lowest compared entry with this formula, charge and spin in kcal per mole: 83.58

---

Record 6
Density functional theory data (ωB97M-V/def2-TZVPD) for the molecule C21H17F6N7O5 at a distorted geometry.

```
! wB97M-V def2-TZVPD RIJCOSX def2/J DEFGRID3
* xyz 0 1
C 1.63 5.28 -2.39
C 2.16 6.21 -3.46
H 0.07 -1.10 -1.26
H -0.72 -4.11 -2.62
H 2.00 -3.36 -1.65
H -0.81 -4.20 4.25
C -0.70 -4.10 -0.47
C 1.61 3.11 -1.33
C 1.76 -1.54 0.05
H 1.47 -1.34 1.09
C -0.80 -2.22 1.32
C 0.61 5.73 -1.56
C 2.15 3.99 -2.28
C 0.10 4.86 -0.60
N 2.33 -0.37 -0.61
O -4.70 -3.83 4.30
N 2.20 -3.51 2.82
N -2.75 -0.69 1.00
H 1.05 -2.50 -2.85
H -0.23 -4.69 0.32
C 1.06 -3.38 2.57
N 2.14 1.83 -1.23
C 1.57 0.78 -0.52
F -2.13 5.66 -0.39
O -2.90 -4.58 5.30
F 1.26 6.35 -4.49
F 2.38 7.47 -2.96
H 0.23 6.74 -1.65
C -1.22 -3.59 3.42
N -0.58 -2.63 -0.06
H 2.92 1.57 -1.84
C -0.99 5.35 0.31
C 0.99 -2.99 -1.88
H 2.50 -2.35 0.07
C 0.58 -1.98 -0.82
C -2.60 -3.22 3.47
N -4.15 -1.37 2.72
C -0.35 -3.19 2.42
N -3.46 -3.90 4.40
H 0.13 2.87 0.22
O 0.48 0.83 0.07
H -0.23 -1.29 1.48
C 0.57 3.55 -0.49
H 0.53 -5.14 -1.90
F -1.34 4.43 1.26
C -3.06 -2.20 2.58
O -3.96 -0.42 1.76
C -2.26 -1.87 1.49
F 3.33 5.78 -4.00
H 2.95 3.66 -2.94
F -0.61 6.49 0.98
H -1.35 -2.22 -0.61
C 0.02 -4.17 -1.81
H -1.77 -4.31 -0.48
O -2.41 0.07 0.10
H 3.34 -0.25 -0.61
*
```

## Properties
Kohn-Sham gap in eV: 7.091
Lowest unoccupied orbital energy in Eh: -0.021

---

Record 7
Density functional theory data (ωB97M-V/def2-TZVPD) for C41H31BrCsF12N3O5S as an isolated structure.

```
! wB97M-V def2-TZVPD RIJCOSX def2/J DEFGRID3
* xyz -2 1
C 4.46 -5.11 3.01
C 5.07 -1.00 0.39
C -0.39 -0.29 -2.68
O 0.30 -1.08 -1.71
C -4.01 3.37 -0.07
C -5.28 3.01 0.33
H 5.71 -6.11 4.42
C -4.07 -4.79 -2.53
H -3.25 -5.29 -3.05
C -3.15 1.09 -0.02
H 7.37 -6.85 2.76
C 5.27 -5.21 0.70
O 1.62 -2.35 0.18
O -0.50 2.39 -0.65
H -4.52 -2.17 -3.28
H 3.74 3.20 -1.32
F -2.01 -2.58 3.66
H 2.92 2.48 0.11
C -1.11 -4.08 1.50
C 6.38 -5.96 1.09
O -0.46 -1.85 1.38
C 1.67 -2.07 -3.45
F -2.76 -0.93 2.51
C -3.93 -2.26 -2.37
Cs 0.30 0.62 1.11
C -2.86 -3.56 -0.70
H 5.16 -1.32 1.42
N 3.40 -4.09 0.95
C 4.33 -4.80 1.66
F -2.09 -4.98 1.79
C 1.96 -2.57 -1.09
C -3.62 -3.52 -1.86
H 2.57 -3.60 1.27
H -6.47 4.34 1.57
F -3.73 -2.86 2.38
H -6.17 4.93 -0.06
C 3.78 -4.09 -0.36
F -0.24 -4.17 2.53
H -1.00 0.39 -2.10
F -0.03 4.88 -0.22
S 2.52 1.23 -1.89
F -0.44 -4.56 0.43
F -1.37 4.25 1.35
C -1.81 3.49 -2.27
H -4.48 -5.51 -1.81
H -2.65 -4.54 -0.30
H -6.47 1.30 0.91
N 4.90 -4.76 -0.55
C 5.80 -1.12 -1.89
C 1.28 -1.90 -2.13
C -3.47 -1.13 -1.74
C 3.92 0.25 -1.31
H 3.73 -4.78 3.73
C -5.49 1.65 0.58
C 4.79 -0.24 -2.27
C 5.57 -5.85 3.38
H 4.64 0.05 -3.30
F -2.03 2.38 -3.00
C -2.37 -2.43 -0.04
H 1.94 3.35 -1.08
C -1.29 4.46 0.02
H -3.86 4.42 -0.29
C -4.47 0.75 0.41
H -3.71 -0.16 -2.16
C 3.03 -3.40 -1.40
F -2.84 4.33 -2.54
C 4.05 -0.13 0.02
F -2.06 5.56 -0.23
H -4.66 -0.29 0.63
H 3.35 0.22 0.77
C 2.83 2.73 -0.94
H 6.71 -2.21 -0.28
C -2.69 -1.13 -0.56
H 4.27 -4.21 -2.95
H -7.35 3.64 0.21
H 1.17 -1.54 -4.25
O 2.82 1.55 -3.31
C -1.57 -2.60 1.27
Br 3.29 -3.12 -5.53
F -0.71 4.08 -2.80
C 6.52 -6.27 2.43
H 7.11 -6.29 0.36
C 2.75 -2.91 -3.72
H 0.65 -2.02 0.36
H -0.99 -0.93 -3.32
C -1.60 3.11 -0.77
H 0.33 0.28 -3.28
C -2.52 -2.24 2.46
C -2.94 2.49 -0.25
C -6.37 4.03 0.52
C 5.94 -1.50 -0.57
C 3.43 -3.57 -2.74
H -4.85 -4.59 -3.27
H 6.47 -1.53 -2.65
N -2.23 0.07 -0.08
*
```

## Properties
Kohn-Sham gap in eV: 4.493
Lowest unoccupied orbital energy in Eh: 0.124
ΔE to the lowest compared entry with this formula, charge and spin in kcal per mole: 2.34

---

Record 8
Density functional theory data (ωB97M-V/def2-TZVPD) for the molecule C3H2N2O3 at a distorted geometry.

```
! wB97M-V def2-TZVPD RIJCOSX def2/J DEFGRID3
* xyz 0 1
N -1.17 1.12 -0.17
C 0.53 -0.06 -0.18
C -1.63 -0.22 -0.24
N -0.42 -0.93 -0.34
O 0.25 1.13 -0.16
O 2.75 0.18 -0.20
H 2.09 -1.74 0.56
H -1.42 1.61 0.73
O -2.80 -0.48 -0.03
C 1.83 -0.61 0.04
*
```

## Properties
Kohn-Sham gap in eV: 9.619
Lowest unoccupied orbital energy in Eh: -0.045
ΔE to the lowest compared entry with this formula, charge and spin in kcal per mole: 103.25

---

Record 9
Density functional theory data (ωB97M-V/def2-TZVPD) for C12H30O12P3Tl as an isolated structure at a distorted geometry.

```
! wB97M-V def2-TZVPD RIJCOSX def2/J DEFGRID3
* xyz 0 1
H 5.22 -1.40 3.19
H -3.24 4.25 0.91
H 3.09 1.48 -4.96
C -3.72 0.19 2.81
H 6.39 -0.90 1.87
O -4.11 1.39 2.11
O -2.32 1.71 0.25
C 3.32 0.69 -4.24
H -3.11 -0.38 2.11
O -1.00 -1.23 1.18
H 5.49 -4.59 -1.98
H 3.36 -0.80 1.49
H 4.32 -2.27 1.13
O 3.52 -1.92 -1.78
C 5.07 -3.75 -1.44
C -3.77 -0.64 -0.80
H 3.78 2.08 -2.64
C -4.32 4.07 0.91
P -3.76 1.58 0.59
H -5.31 -1.22 2.35
C 4.25 1.26 -3.17
H -4.60 4.00 1.96
H -3.14 0.42 3.70
H 5.36 0.24 2.53
O -0.74 0.24 3.19
H 4.20 -4.08 -0.88
H -5.73 0.02 3.55
O 1.04 -1.15 2.45
O -4.65 2.85 0.23
H -4.69 6.18 0.65
H 5.38 -2.02 -2.79
H -4.84 5.24 -0.84
O 2.56 0.29 -0.83
H 4.10 -3.18 -3.24
P -0.49 -1.19 2.64
O 4.72 0.27 -2.26
C -5.03 5.23 0.23
H 5.11 1.67 -3.69
Tl 0.38 1.16 0.76
C 5.38 -0.83 2.28
H -5.25 -2.15 -0.94
H -4.14 -2.23 -2.28
H -3.16 -1.15 -0.06
H 5.77 -3.33 -0.71
H -6.11 5.19 0.40
O 4.82 -0.67 -0.04
O -4.51 0.43 -0.19
H 2.37 0.31 -3.88
C 4.35 -1.19 1.22
C 4.59 -2.66 -2.42
H -5.37 -0.93 -2.17
P 3.76 -0.44 -1.22
O -1.05 -2.28 3.51
C -4.64 -1.53 -1.62
H -4.72 -1.35 3.97
H -3.04 -0.18 -1.47
H 3.79 -0.13 -4.80
C -4.94 -0.63 3.19
*
```

## Properties
Kohn-Sham gap in eV: 5.617
Lowest unoccupied orbital energy in Eh: -0.162
ΔE to the lowest compared entry with this formula, charge and spin in kcal per mole: 1.92